ORCA calculation (wB97M-V/def2-TZVPD) on a 8-piece molecular cluster, C40H102N6O16 overall.

Summary:
energy above the lowest of the compared OMol25 structures with the same formula, charge and spin	70.6	kcal/mol
SMILES string	COCCNCCOC.COCCNCCOC.COCCNCCOC.COCCNCCOC.COCCNCCOC.COCCNCCOC.OCCO.OCCO
frontier orbital gap	0.33093	Ha
2S+1	1

Last columns: bonded neighbours and bond lengths (Å).
Cartesian coordinates (Å):
1 C 9.683 -2.501 -6.356  O2 1.432, H10 1.090, H11 1.090, H12 1.090
2 O 8.836 -1.584 -5.655  C1 1.432, C3 1.411
3 C 7.846 -1.065 -6.517  O2 1.411, C4 1.532, H13 1.090, H14 1.090
4 C 6.785 -0.273 -5.748  C3 1.532, N5 1.459, H15 1.090, H16 1.090
5 N 7.246 0.900 -5.012  C4 1.459, C6 1.460, H17 1.010
6 C 6.146 1.600 -4.353  N5 1.460, C7 1.548, H18 1.090, H19 1.090
7 C 6.622 2.843 -3.563  C6 1.548, O8 1.486, H20 1.090, H21 1.090
8 O 7.799 2.441 -2.751  C7 1.486, C9 1.410
9 C 8.249 3.509 -1.948  O8 1.410, H22 1.090, H23 1.090, H24 1.090
10 H 10.254 -2.028 -7.156  C1 1.090
11 H 9.108 -3.311 -6.804  C1 1.090
12 H 10.426 -2.901 -5.666  C1 1.090
13 H 7.291 -1.855 -7.023  C3 1.090
14 H 8.161 -0.327 -7.255  C3 1.090
15 H 6.155 -0.993 -5.227  C4 1.090
16 H 6.114 0.072 -6.535  C4 1.090
17 H 7.940 0.607 -4.339  N5 1.010
18 H 5.702 0.886 -3.659  C6 1.090
19 H 5.358 1.905 -5.041  C6 1.090
20 H 5.811 3.186 -2.920  C7 1.090
21 H 6.816 3.694 -4.216  C7 1.090
22 H 7.613 3.747 -1.096  C9 1.090
23 H 8.340 4.424 -2.533  C9 1.090
24 H 9.280 3.278 -1.681  C9 1.090
25 C -5.797 -1.696 -4.910  O26 1.403, H34 1.090, H35 1.090, H36 1.090
26 O -5.386 -3.030 -4.762  C25 1.403, C27 1.406
27 C -4.434 -3.541 -5.660  O26 1.406, C28 1.552, H37 1.090, H38 1.090
28 C -4.060 -5.001 -5.291  C27 1.552, N29 1.420, H39 1.090, H40 1.090
29 N -3.626 -5.247 -3.961  C28 1.420, C30 1.470, H41 1.010
30 C -2.357 -4.556 -3.694  N29 1.470, C31 1.545, H42 1.090, H43 1.090
31 C -1.949 -4.865 -2.236  C30 1.545, O32 1.431, H44 1.090, H45 1.090
32 O -0.794 -4.183 -1.739  C31 1.431, C33 1.514
33 C 0.476 -4.569 -2.469  O32 1.514, H46 1.090, H47 1.090, H48 1.090
34 H -4.960 -1.028 -4.706  C25 1.090
35 H -6.593 -1.590 -4.173  C25 1.090
36 H -6.174 -1.461 -5.905  C25 1.090
37 H -3.523 -2.943 -5.613  C27 1.090
38 H -4.878 -3.475 -6.653  C27 1.090
39 H -3.347 -5.386 -6.020  C28 1.090
40 H -4.893 -5.691 -5.426  C28 1.090
41 H -4.343 -4.906 -3.336  N29 1.010
42 H -2.465 -3.472 -3.736  C30 1.090
43 H -1.490 -4.795 -4.310  C30 1.090
44 H -1.870 -5.910 -1.936  C31 1.090
45 H -2.771 -4.488 -1.627  C31 1.090
46 H 0.576 -5.630 -2.698  C33 1.090
47 H 1.329 -4.189 -1.906  C33 1.090
48 H 0.427 -4.064 -3.433  C33 1.090
49 C -4.915 -7.230 1.903  O50 1.429, H58 1.090, H59 1.090, H60 1.090
50 O -4.940 -5.935 2.506  C49 1.429, C51 1.387
51 C -3.895 -5.697 3.388  O50 1.387, C52 1.532, H61 1.090, H62 1.090
52 C -3.620 -4.201 3.567  C51 1.532, N53 1.490, H63 1.090, H64 1.090
53 N -4.615 -3.426 4.360  C52 1.490, C54 1.470, H65 1.010
54 C -5.959 -3.552 3.778  N53 1.470, C55 1.491, H66 1.090, H67 1.090
55 C -7.080 -2.850 4.466  C54 1.491, O56 1.469, H68 1.090, H69 1.090
56 O -7.397 -3.311 5.824  C55 1.469, C57 1.417
57 C -7.990 -4.592 5.942  O56 1.417, H70 1.090, H71 1.090, H72 1.090
58 H -4.986 -7.909 2.753  C49 1.090
59 H -3.959 -7.345 1.393  C49 1.090
60 H -5.737 -7.408 1.208  C49 1.090
61 H -2.965 -6.210 3.141  C51 1.090
62 H -4.065 -6.072 4.397  C51 1.090
63 H -3.541 -3.774 2.567  C52 1.090
64 H -2.653 -4.268 4.066  C52 1.090
65 H -4.296 -2.479 4.217  N53 1.010
66 H -6.256 -4.599 3.722  C54 1.090
67 H -5.980 -3.198 2.747  C54 1.090
68 H -7.948 -3.015 3.826  C55 1.090
69 H -7.046 -1.761 4.502  C55 1.090
70 H -7.289 -5.289 5.484  C57 1.090
71 H -8.988 -4.686 5.514  C57 1.090
72 H -8.092 -4.925 6.975  C57 1.090
73 C -3.195 0.527 -2.199  O74 1.421, H82 1.090, H83 1.090, H84 1.090
74 O -3.051 1.674 -3.025  C73 1.421, C75 1.386
75 C -1.787 2.227 -3.148  O74 1.386, C76 1.527, H85 1.090, H86 1.090
76 C -0.857 1.402 -4.036  C75 1.527, N77 1.502, H87 1.090, H88 1.090
77 N -1.459 1.225 -5.401  C76 1.502, C78 1.450, H89 1.010
78 C -1.491 2.484 -6.120  N77 1.450, C79 1.554, H90 1.090, H91 1.090
79 C -2.245 2.355 -7.473  C78 1.554, O80 1.375, H92 1.090, H93 1.090
80 O -3.580 2.244 -7.161  C79 1.375, C81 1.385
81 C -4.272 1.889 -8.306  O80 1.385, H94 1.090, H95 1.090, H96 1.090
82 H -2.571 -0.318 -2.490  C73 1.090
83 H -4.216 0.158 -2.295  C73 1.090
84 H -2.965 0.759 -1.159  C73 1.090
85 H -1.389 2.417 -2.152  C75 1.090
86 H -2.091 3.170 -3.603  C75 1.090
87 H -0.760 0.429 -3.555  C76 1.090
88 H 0.146 1.828 -4.062  C76 1.090
89 H -2.429 1.032 -5.195  N77 1.010
90 H -0.460 2.780 -6.309  C78 1.090
91 H -2.042 3.301 -5.654  C78 1.090
92 H -1.852 1.555 -8.100  C79 1.090
93 H -2.130 3.264 -8.064  C79 1.090
94 H -4.037 2.483 -9.189  C81 1.090
95 H -5.297 2.089 -7.994  C81 1.090
96 H -4.283 0.805 -8.424  C81 1.090
97 C -3.513 6.641 0.935  O98 1.402, H106 1.090, H107 1.090, H108 1.090
98 O -2.115 6.575 0.843  C97 1.402, C99 1.467
99 C -1.515 7.524 -0.102  O98 1.467, C100 1.535, H109 1.090, H110 1.090
100 C -0.030 7.184 -0.294  C99 1.535, N101 1.468, H111 1.090, H112 1.090
101 N 0.567 6.793 0.989  C100 1.468, C102 1.453, H113 1.010
102 C 1.891 6.310 0.633  N101 1.453, C103 1.569, H114 1.090, H115 1.090
103 C 2.642 5.894 1.946  C102 1.569, O104 1.388, H116 1.090, H117 1.090
104 O 2.267 4.627 2.371  C103 1.388, C105 1.424
105 C 3.013 4.179 3.498  O104 1.424, H118 1.090, H119 1.090, H120 1.090
106 H -3.781 7.609 1.357  C97 1.090
107 H -3.761 5.893 1.689  C97 1.090
108 H -3.981 6.392 -0.017  C97 1.090
109 H -1.583 8.543 0.280  C99 1.090
110 H -1.931 7.401 -1.102  C99 1.090
111 H 0.618 7.861 -0.850  C100 1.090
112 H -0.129 6.267 -0.874  C100 1.090
113 H 0.064 6.019 1.399  N101 1.010
114 H 2.435 7.164 0.229  C102 1.090
115 H 1.884 5.459 -0.047  C102 1.090
116 H 2.412 6.647 2.700  C103 1.090
117 H 3.709 5.758 1.770  C103 1.090
118 H 4.052 3.941 3.274  C105 1.090
119 H 2.585 3.226 3.809  C105 1.090
120 H 2.849 4.745 4.415  C105 1.090
121 C 1.415 1.899 7.912  O122 1.448, H130 1.090, H131 1.090, H132 1.090
122 O 2.157 0.666 7.746  C121 1.448, C123 1.465
123 C 1.316 -0.473 7.369  O122 1.465, C124 1.547, H133 1.090, H134 1.090
124 C 2.224 -1.720 7.243  C123 1.547, N125 1.476, H135 1.090, H136 1.090
125 N 3.185 -1.434 6.159  C124 1.476, C126 1.433, H137 1.010
126 C 4.190 -2.444 6.007  N125 1.433, C127 1.569, H138 1.090, H139 1.090
127 C 5.325 -1.994 5.023  C126 1.569, O128 1.467, H140 1.090, H141 1.090
128 O 5.803 -0.673 5.445  C127 1.467, C129 1.397
129 C 6.845 -0.226 4.629  O128 1.397, H142 1.090, H143 1.090, H144 1.090
130 H 1.068 2.182 6.918  C121 1.090
131 H 2.047 2.671 8.350  C121 1.090
132 H 0.639 1.657 8.638  C121 1.090
133 H 0.815 -0.218 6.435  C123 1.090
134 H 0.546 -0.570 8.134  C123 1.090
135 H 1.570 -2.568 7.040  C124 1.090
136 H 2.731 -1.910 8.189  C124 1.090
137 H 3.665 -0.592 6.445  N125 1.010
138 H 3.769 -3.319 5.510  C126 1.090
139 H 4.733 -2.702 6.916  C126 1.090
140 H 4.992 -1.940 3.986  C127 1.090
141 H 6.204 -2.623 5.163  C127 1.090
142 H 7.708 -0.837 4.895  C129 1.090
143 H 7.145 0.723 5.072  C129 1.090
144 H 6.616 -0.169 3.565  C129 1.090
145 O 2.449 1.084 0.279  C146 1.401, H149 0.960
146 C 2.811 -0.202 0.701  O145 1.401, C147 1.500, H150 1.090, H151 1.090
147 C 1.648 -0.934 1.302  C146 1.500, O148 1.467, H152 1.090, H153 1.090
148 O 1.303 -0.318 2.588  C147 1.467, H154 0.960
149 H 2.255 1.567 1.086  O145 0.960
150 H 3.139 -0.654 -0.235  C146 1.090
151 H 3.652 -0.060 1.380  C146 1.090
152 H 1.952 -1.977 1.395  C147 1.090
153 H 0.808 -0.940 0.608  C147 1.090
154 H 1.834 -0.664 3.310  O148 0.960
155 O -2.852 0.927 4.146  C156 1.419, H159 0.960
156 C -3.099 2.316 4.307  O155 1.419, C157 1.524, H160 1.090, H161 1.090
157 C -4.388 2.682 5.032  C156 1.524, O158 1.425, H162 1.090, H163 1.090
158 O -4.134 2.613 6.433  C157 1.425, H164 0.960
159 H -1.907 0.843 3.996  O155 0.960
160 H -2.191 2.775 4.698  C156 1.090
161 H -3.092 2.793 3.327  C156 1.090
162 H -5.242 2.091 4.702  C157 1.090
163 H -4.574 3.703 4.701  C157 1.090
164 H -3.886 1.733 6.726  O158 0.960